Formula: C12H15N
Source: the Open Molecules 2025 dataset
Level of theory: the ωB97M-V functional and the def2-TZVPD basis

Last column: Mulliken charge in e.
Positions of all 28 atoms, in Å:
C1 1.2989 3.2631 -0.0894  -0.799
C2 1.8280 2.0713 -0.1651  0.104
C3 2.3636 0.8958 -0.3377  -0.109
C4 1.6601 -0.1763 -1.0169  -0.869
N1 1.4026 -1.3859 -0.1336  -0.024
C5 2.6149 -2.0983 0.3266  -1.060
C6 0.4697 -1.1103 0.9613  -0.918
C7 -0.8915 -0.5900 0.5318  0.403
C8 -1.5446 -1.2816 -0.4707  -0.232
C9 -2.8257 -0.8846 -0.9037  -0.536
C10 -3.4000 0.2455 -0.3855  -0.383
C11 -2.7050 0.9692 0.5965  -0.578
C12 -1.4394 0.6020 1.0065  -0.449
H1 1.4369 3.8588 -0.9950  0.244
H2 0.7126 3.4846 0.7758  0.269
H3 3.4003 0.8116 -0.0440  0.347
H4 0.7320 0.1578 -1.4459  0.397
H5 2.2754 -0.6292 -1.7916  0.431
H6 3.2433 -2.3973 -0.5106  0.326
H7 3.2340 -1.5643 1.0792  0.349
H8 2.2661 -3.0236 0.8204  0.342
H9 0.3466 -2.0489 1.5270  0.501
H10 0.8954 -0.3565 1.6630  0.427
H11 -1.0919 -2.2326 -0.7823  0.346
H12 -3.3731 -1.4656 -1.6567  0.349
H13 -4.3693 0.5980 -0.7437  0.362
H14 -3.1620 1.8776 0.9531  0.356
H15 -0.9383 1.1967 1.7637  0.405

## Properties
* frontier orbital gap: 9.369 eV
* SMILES string: C=C=CCN(C)Cc1ccccc1
* total charge: 0
* DFT total energy: -520.9247 hartree


Formula: CH11NO3
Source: the Open Molecules 2025 dataset
Level of theory: the ωB97M-V functional and the def2-TZVPD basis

Last column: Mulliken charge in e.
Positions of all 16 atoms, in Å:
C1 -0.3109 -2.5557 -0.3919  -0.689
N1 0.3759 -1.3593 0.0704  -0.552
H1 -0.4213 -2.4942 -1.4681  0.224
H2 -1.3431 -2.5710 -0.0315  0.318
H3 0.1620 -3.4936 -0.1750  0.309
H4 0.3184 -1.1651 1.0583  0.218
H5 1.3671 -1.3845 -0.1211  0.174
O1 -2.2587 -0.7753 4.2629  -0.637
H6 -2.8695 -0.2264 4.7795  0.319
H7 -2.8132 -1.4507 3.8612  0.318
O2 3.4478 5.6720 -2.1686  -0.641
H8 2.7937 5.1915 -1.6450  0.322
H9 3.5758 6.4636 -1.6323  0.318
O3 -0.5219 0.4277 -2.1754  -0.689
H10 -0.5260 -0.1594 -1.3944  0.380
H11 -0.9761 -0.1196 -2.8289  0.307

## Properties
* frontier orbital gap: 10.421 eV
* SMILES string: CN.O.O.O
* total charge: 0
* DFT total energy: -325.1461 hartree


Formula: H2N2O4S
Source: the Open Molecules 2025 dataset
Level of theory: the ωB97M-V functional and the def2-TZVPD basis

Last column: Mulliken charge in e.
Positions of all 9 atoms, in Å:
N1 -1.9045 -0.5728 -0.1818  0.289
N2 1.4404 0.7430 -1.0475  -0.536
O1 -3.0641 -0.8981 -0.0800  -0.413
O2 -1.0849 -1.4630 0.3798  -0.023
O3 1.0886 1.1010 1.2121  -0.436
O4 0.2402 -0.9674 0.5041  -0.228
S1 0.2754 0.8205 -0.0676  0.708
H1 1.1281 0.6870 -1.9842  0.255
H2 1.8808 0.5498 1.2650  0.385

## Properties
* frontier orbital gap: 9.656 eV
* total charge: 0
* DFT total energy: -809.5898 hartree